Record 1
Here is a molecular structure, C53H45BaBrN7O2PS from the Open Molecules 2025 dataset. Energies are from ωB97M-V/def2-TZVPD.

```
111
C53H45BaBrN7O2PS | the Open Molecules 2025 dataset | ωB97M-V/def2-TZVPD
Ba -0.217 -0.242 -1.063
Br -3.698 -1.776 -7.539
S -0.608 -2.110 1.364
P -1.018 1.371 2.111
O -0.131 -1.402 -3.109
O 0.502 1.823 -0.350
N -2.860 -0.311 -3.196
N 0.613 0.446 -4.313
N 1.797 -2.051 -0.581
N 0.596 1.140 -3.086
N 0.749 -3.474 3.514
N 1.475 -3.515 2.378
N 1.878 -2.930 0.288
C -1.476 4.176 1.732
C -2.909 1.362 -0.334
C 1.517 5.308 -0.229
C -2.794 0.061 -5.563
C 0.282 -3.197 -7.742
C 0.866 3.003 -0.739
C -3.710 -1.977 -4.698
C 0.873 -1.152 -6.614
C -2.500 2.612 0.109
C 0.305 -1.625 -5.434
C 1.217 -4.046 4.668
C 3.993 -3.702 -3.110
C -1.647 2.879 1.271
C 3.878 -1.342 -3.561
C -1.995 5.294 1.100
C 2.706 -2.275 -1.689
C 2.545 1.771 1.455
C 3.171 -3.543 -2.006
C -2.716 5.073 -0.087
C -2.565 0.445 -4.245
C 1.589 5.642 -1.586
C -2.098 1.743 3.613
C 1.182 4.038 0.177
C -1.709 2.681 4.576
C 0.344 0.311 4.205
C 0.454 -3.927 5.837
C 0.864 -1.935 -7.759
C 2.101 -5.183 7.075
C 0.832 2.392 -3.203
C -4.187 1.536 4.806
C -3.421 -1.495 -3.430
C 1.979 1.268 2.764
C -2.952 3.812 -0.559
C 2.637 0.128 4.836
C 1.334 4.649 -2.504
C 4.346 -2.605 -3.891
C 0.268 -0.809 -4.170
C 0.940 -2.878 1.383
C 2.944 0.816 3.680
C -2.539 3.063 5.615
C 3.057 -1.176 -2.454
C -3.800 2.491 5.730
C -3.374 -1.170 -5.770
C -3.846 0.075 2.812
C 0.616 1.120 3.081
C 2.432 -4.738 4.717
C -0.282 -3.675 -6.567
C 1.305 -0.172 5.071
C 0.896 -4.490 7.021
C -0.263 -2.895 -5.419
C 0.993 3.344 -2.119
C 2.855 -5.296 5.913
C -3.357 1.145 3.753
H -1.821 6.290 1.488
H -2.497 0.696 -6.385
H -4.467 2.777 6.536
H 4.349 -4.691 -3.373
H 2.157 1.186 0.622
H 0.290 -4.382 7.913
H 3.800 -5.827 5.935
H -4.157 -2.950 -4.840
H 2.864 -4.383 -1.400
H 3.628 1.655 1.472
H -0.741 -4.657 -6.545
H 3.019 -4.819 3.814
H -4.611 -0.536 3.298
H -4.267 0.512 1.905
H -0.482 -3.383 5.803
H -3.637 -2.104 -2.558
H 1.308 -0.161 -6.612
H 2.445 -5.622 8.003
H -5.159 1.061 4.902
H -3.028 -0.574 2.494
H -0.890 4.332 2.634
H -3.647 1.256 -1.117
H 1.710 6.064 0.524
H 3.420 -0.207 5.505
H 1.315 -1.560 -8.671
H -0.686 -3.248 -4.488
H 1.835 6.647 -1.903
H 0.965 2.787 -4.216
H 1.115 3.812 1.231
H 2.322 2.812 1.235
H 4.130 -0.483 -4.169
H 1.007 -0.791 5.909
H 4.969 -2.740 -4.766
H -3.105 5.921 -0.645
H -0.118 -2.942 3.487
H -2.702 0.480 0.258
H -0.675 0.018 4.404
H 2.678 -0.193 -2.198
H -3.528 3.678 -1.470
H -0.717 3.113 4.515
H 1.400 4.862 -3.567
H 3.986 0.988 3.434
H 0.265 -3.802 -8.641
H -2.200 3.800 6.334
H -2.102 1.402 -4.028
```

Computed properties:
Total charge = -2
E_HOMO = -0.43 eV
E_LUMO = 3.430 eV
Energy relative to the best compared isomer or geometry (same formula, charge and spin) = 257.9 kJ/mol
E = -5919.51572 hartree

---

Record 2
Here is a molecular structure, C53H45Cl2F9N3O4P2Pt from the Open Molecules 2025 dataset. Energies are from ωB97M-V/def2-TZVPD.

```
119
C53H45Cl2F9N3O4P2Pt | the Open Molecules 2025 dataset | ωB97M-V/def2-TZVPD
Pt -0.318 0.233 -0.558
Cl 2.604 0.536 -6.097
Cl -0.715 -3.253 -8.029
P 2.643 -0.119 0.303
P -1.687 2.285 -0.133
F -2.989 3.884 6.302
F -0.488 6.743 -5.007
F -7.672 1.109 -3.012
F -8.075 3.058 -2.196
F -0.989 8.134 -3.440
F 1.004 7.329 -3.578
F -8.218 1.315 -0.935
F -1.973 5.661 5.639
F -0.838 3.963 6.316
O 0.397 -1.253 3.266
O -0.982 0.335 -2.704
O -0.944 -1.720 -3.596
O -0.290 0.199 1.765
N -2.497 -0.990 2.343
N -1.664 -1.988 0.156
N -0.100 -0.762 -6.599
C 1.367 -3.913 -0.186
C -0.408 4.574 -3.228
C 2.278 -0.754 -7.198
C -4.404 3.122 -0.200
C -1.418 -2.888 1.290
C 1.164 -4.040 -1.551
C 1.678 -1.517 -0.428
C -1.237 6.114 -1.564
C 0.831 -2.482 -8.008
C -3.443 2.227 -0.664
C 3.118 -2.413 -8.713
C 2.176 4.051 -1.499
C 0.645 -0.426 2.407
C -0.449 0.563 -6.514
C 1.644 -2.678 0.364
C -2.163 0.000 -4.730
C -7.505 1.878 -1.931
C 0.120 1.520 -7.369
C -1.532 5.054 -0.728
C -2.826 2.495 2.434
C 1.217 -2.917 -2.356
C -2.862 2.927 3.745
C -6.060 2.019 -1.538
C -0.675 5.871 -2.811
C -0.214 2.850 -7.261
C -1.826 2.931 1.567
C 2.000 1.446 -0.445
C 2.386 2.953 -2.317
C -0.862 3.813 2.049
C -3.795 1.272 -1.608
C 3.322 -1.286 -7.934
C 1.759 2.577 0.355
C -1.927 4.320 5.617
C -3.096 -1.732 0.080
C 2.090 -0.083 2.081
C 0.983 -1.294 -7.269
C 1.879 -3.033 -8.722
C -5.712 3.015 -0.634
C 1.467 -1.665 -1.812
C -0.705 3.515 -2.391
C -0.889 4.254 3.357
C -5.099 1.158 -2.048
C -2.202 -2.418 2.525
C -3.458 -0.794 1.243
C -1.438 0.973 -5.590
C 1.862 3.854 -0.165
C -1.247 3.752 -1.131
C -1.132 3.264 -6.301
C -1.257 -0.546 -3.568
C -1.890 3.802 4.207
C -1.734 2.326 -5.483
C 2.338 1.678 -1.792
C -0.300 7.022 -3.708
H -1.333 -2.435 -0.699
H 2.648 3.095 -3.354
H -0.758 -1.443 -6.236
H -2.467 2.646 -4.757
H -0.103 4.178 1.378
H -4.481 -0.977 1.585
H -4.142 3.898 0.502
H 2.288 5.051 -1.885
H 0.024 4.397 -4.201
H 1.093 -3.010 -3.422
H 1.565 -0.836 -2.498
H 4.297 -0.829 -7.883
H -3.019 0.501 -4.277
H -0.355 -2.881 1.517
H -3.616 1.852 2.079
H -1.490 -0.459 2.082
H -3.653 2.605 4.404
H 3.930 -2.819 -9.297
H 2.639 0.854 -2.419
H -3.677 -2.663 0.146
H -3.368 0.237 0.900
H -1.453 7.125 -1.254
H 0.231 3.571 -7.928
H -3.017 0.634 -1.998
H -1.588 -2.542 3.419
H -5.382 0.404 -2.767
H -6.463 3.705 -0.280
H -1.399 4.306 -6.225
H -3.335 -1.255 -0.868
H 0.801 1.198 -8.140
H -2.833 -0.571 3.210
H 1.724 -3.936 -9.291
H 2.333 0.911 2.466
H -2.513 -0.869 -5.291
H -0.517 2.497 -2.705
H 1.346 -4.785 0.455
H -1.706 -3.921 1.057
H -0.151 4.954 3.721
H -1.970 5.262 0.237
H 1.750 4.713 0.481
H 1.536 2.460 1.406
H -3.139 -2.971 2.651
H 2.727 -0.787 2.627
H 1.001 -5.015 -1.984
H 1.880 -2.617 1.417
```

Computed properties:
Total charge = +1
E_HOMO (spin up / spin down) = -9.48 / -9.48 eV
E_LUMO (spin up / spin down) = -4.721 / -4.727 eV
Energy relative to the best compared isomer or geometry (same formula, charge and spin) = 23.6 kJ/mol
E = -5132.96419 hartree

---

What is the energy relative to the best compared isomer or geometry (same formula, charge and spin) in the second record? 23.6 kJ/mol

---

Look up the total charge of the second one. +1

---

The highest E belongs to which entry? C53H45Cl2F9N3O4P2Pt

---

E of number 1 (C53H45BaBrN7O2PS)? -5919.51572 hartree